The following is a quantum chemistry calculation of 2 unconnected molecules or ions with the total composition C2H9N2O, from OMol25.

Energy above the lowest of the compared OMol25 structures with the same formula, charge and spin = 0.661 eV
Total charge = +1
Lowest unoccupied orbital energy = -3.2309 eV
Gap between HOMO and LUMO = 11.1 eV
HOMO energy = -14.295 eV

Each line ends with the natural charge from an NBO analysis.
Positions of all 14 atoms, in Å:
1 O 0.03 0.26 1.16  -0.718
2 N 0.71 -0.16 -1.45  -0.677
3 N -0.99 0.46 3.20  -0.780
4 C -0.06 -0.36 -2.72  -0.422
5 C 0.05 0.53 2.35  0.567
6 H 1.48 -0.83 -1.45  0.435
7 H 0.99 0.79 2.86  0.135
8 H 0.63 -0.14 -3.53  0.235
9 H 1.09 0.75 -1.20  0.451
10 H -1.83 0.03 2.83  0.400
11 H 0.09 -0.36 -0.65  0.480
12 H -0.81 0.14 4.14  0.412
13 H -0.43 -1.38 -2.80  0.241
14 H -0.95 0.27 -2.74  0.242